{"formula": "CH3I2NS", "method": "the ωB97M-V functional and the def2-TZVPD basis", "symbols": ["C", "N", "S", "I", "I", "H", "H", "H"], "positions_angstrom": [[-0.766695, -0.952632, -0.109442], [0.104500, -0.696104, 0.930436], [1.285020, 1.220034, 0.868971], [2.841912, 0.951243, -0.866136], [-0.152605, 2.865496, 0.041695], [-0.991293, -1.979711, 0.421059], [-0.532758, -1.083734, -1.231794], [-1.788080, -0.324594, -0.054789]], "forces_ev_per_angstrom": [[-2.437, 0.786, 0.019], [1.319, 0.470, -0.174], [-0.950, -1.490, 0.291], [0.345, -0.080, -0.363], [-0.389, 0.478, -0.168], [0.110, 1.185, -0.943], [0.356, -0.121, 1.586], [1.646, -1.229, -0.248]], "lowdin_charge": [-0.407, -0.276, -0.358, 0.372, 0.382, 0.133, 0.078, 0.076], "e_lumo_ev": -1.338, "spin_multiplicity": 1, "energy_ev": -29608.0520}